Record 1
Formula: C3H4Br2N2
Source: the OMol25 dataset
Level of theory: ωB97M-V/def2-TZVPD

ORCA input file:
```
! RIJCOSX wB97M-V def2-TZVPD def2/J DEFGRID3
* xyz 0 1
C -0.623 -1.151 1.200
C -0.811 -0.935 -0.181
C 0.270 0.670 -0.639
N -0.432 -1.280 2.321
N 1.489 0.501 -0.047
Br -2.624 -0.613 -0.706
Br -0.868 2.184 0.016
H -0.351 -1.683 -0.823
H 0.268 0.704 -1.721
H 2.222 1.114 -0.389
H 1.459 0.489 0.968
*
```

HOMO level   -9.69 eV
Energy above the lowest of the compared OMol25 structures with the same formula, charge and spin   0.5076 eV
Lowest unoccupied orbital energy   0.4 eV

Here are the Mulliken charges for atoms 1 to 6, given in e: 0.3733, -0.4082, -0.3871, -0.3718, -0.4250, -0.0201



Record 2
Formula: C3H4Br2S
Source: the OMol25 dataset
Level of theory: ωB97M-V/def2-TZVPD

ORCA input file:
```
! RIJCOSX wB97M-V def2-TZVPD def2/J DEFGRID3
* xyz 0 1
C -0.883 -0.964 -0.040
C -1.674 -0.133 0.573
C 1.452 -0.076 -0.665
S 2.031 0.940 0.604
Br -3.465 -0.800 1.052
Br -1.301 1.678 0.933
H -0.907 -2.063 -0.226
H 1.194 0.512 -1.544
H 1.515 -1.131 -0.593
H 2.039 2.038 -0.094
*
```

HOMO level (alpha / beta)   -8.54 / -7.92 eV
Energy above the lowest of the compared OMol25 structures with the same formula, charge and spin   4.1296 eV
Lowest unoccupied orbital energy (alpha / beta)   -0.3 / -0.8 eV

Here are the Mulliken charges for atoms 1 to 6, given in e: -0.2459, 0.0241, -0.5851, -0.0530, -0.1804, -0.0949



Record 3
Formula: C3H4Br3N
Source: the OMol25 dataset
Level of theory: ωB97M-V/def2-TZVPD

ORCA input file:
```
! RIJCOSX wB97M-V def2-TZVPD def2/J DEFGRID3
* xyz 0 1
C -1.122 0.464 2.219
C -0.522 -0.648 1.474
N -0.065 -1.522 0.895
H -0.785 1.352 1.685
H -0.976 0.455 3.300
H -2.206 0.385 2.136
C 1.196 -0.216 -2.203
Br -0.839 -0.333 -2.254
Br 1.847 1.678 -1.979
Br 1.923 -0.847 -3.941
H 1.549 -0.768 -1.332
*
```

HOMO level   -10.21 eV
Lowest unoccupied orbital energy   -0.4 eV

Here are the Mulliken charges for atoms 1 to 6, given in e: -0.7317, 0.3336, -0.3741, 0.2291, 0.3061, 0.2616



Record 4
Formula: C3H4BrI
Source: the OMol25 dataset
Level of theory: ωB97M-V/def2-TZVPD

ORCA input file:
```
! RIJCOSX wB97M-V def2-TZVPD def2/J DEFGRID3
* xyz 0 1
C -0.547 0.644 -0.306
C -1.363 -0.131 0.374
C 1.559 0.062 -0.066
Br 1.580 -1.808 -0.226
I -3.445 -0.201 -0.019
H -0.295 1.472 -0.813
H -0.963 -0.898 0.991
H 1.445 0.325 0.930
H 2.030 0.536 -0.864
*
```

HOMO level   -8.73 eV
Energy above the lowest of the compared OMol25 structures with the same formula, charge and spin   3.1377 eV
Lowest unoccupied orbital energy   -0.1 eV

Here are the Mulliken charges for atoms 1 to 6, given in e: -0.3013, -0.4311, -0.8391, -0.0920, 0.0153, 0.3973



Record 5
Formula: C3H4BrN
Source: the OMol25 dataset
Level of theory: ωB97M-V/def2-TZVPD

ORCA input file:
```
! RIJCOSX wB97M-V def2-TZVPD def2/J DEFGRID3
* xyz 0 1
H -0.299 -2.942 -0.002
N -0.861 -2.097 0.000
C -0.242 -1.005 0.000
C -0.976 0.253 -0.001
C -0.406 1.453 -0.001
Br -2.866 0.074 0.000
H 0.850 -0.883 -0.001
H -0.984 2.360 0.002
H 0.667 1.555 0.001
*
```

HOMO level   -9.59 eV
Energy above the lowest of the compared OMol25 structures with the same formula, charge and spin   0.6037 eV
SMILES string   [H]/N=C/C(=C)Br
Lowest unoccupied orbital energy   0.4 eV

Here are the Mulliken charges for atoms 1 to 6, given in e: 0.2382, -0.5325, -0.0341, 0.3398, -0.7224, -0.1115



Record 6
Formula: C3H4BrN
Source: the OMol25 dataset
Level of theory: ωB97M-V/def2-TZVPD

ORCA input file:
```
! RIJCOSX wB97M-V def2-TZVPD def2/J DEFGRID3
* xyz 0 1
C 0.831 -0.579 0.184
C -0.361 0.108 -0.362
Br -1.977 -1.072 -0.376
C -0.781 1.358 0.281
N -1.012 2.277 0.886
H 0.598 -1.223 1.004
H 1.583 0.092 0.595
H 1.342 -1.124 -0.694
H -0.224 0.162 -1.516
*
```

HOMO level   -10.79 eV
Energy above the lowest of the compared OMol25 structures with the same formula, charge and spin   0.2800 eV
SMILES string   C[C@@H](Br)C#N
Lowest unoccupied orbital energy   0.3 eV

Here are the Mulliken charges for atoms 1 to 6, given in e: -1.0442, 0.0391, -0.1028, 0.2047, -0.3273, 0.3424



Record 7
Formula: C3H4BrNO
Source: the OMol25 dataset
Level of theory: ωB97M-V/def2-TZVPD

ORCA input file:
```
! RIJCOSX wB97M-V def2-TZVPD def2/J DEFGRID3
* xyz 0 1
C 0.208 1.295 1.422
C -0.636 2.184 -0.734
C 0.795 -2.633 -0.309
N -0.280 1.661 0.357
O 0.406 -1.548 -0.009
Br -1.128 0.705 2.594
H -1.246 3.056 -0.920
H -0.528 1.498 -1.506
H 1.036 -2.933 -1.363
H 1.374 -3.284 0.470
*
```

HOMO level (alpha / beta)   -8.48 / -8.48 eV
Energy above the lowest of the compared OMol25 structures with the same formula, charge and spin   3.8285 eV
Lowest unoccupied orbital energy (alpha / beta)   0.2 / 0.2 eV

Here are the Mulliken charges for atoms 1 to 6, given in e: -0.0510, -0.3579, -0.0830, 0.0036, -0.3122, -0.1115



Record 8
Formula: C3H4BrNO
Source: the OMol25 dataset
Level of theory: ωB97M-V/def2-TZVPD

ORCA input file:
```
! RIJCOSX wB97M-V def2-TZVPD def2/J DEFGRID3
* xyz 0 1
C 1.116 0.913 -0.201
N 0.072 1.430 0.431
O -1.085 1.472 -0.055
H 2.040 0.506 0.154
H 1.038 0.568 -1.235
H 0.117 1.886 1.363
C -1.443 -1.223 -0.153
C -0.488 -1.947 -0.314
Br 0.955 -2.963 0.287
H -2.324 -0.642 -0.276
*
```

HOMO level (alpha / beta)   -9.00 / -9.00 eV
Energy above the lowest of the compared OMol25 structures with the same formula, charge and spin   5.2727 eV
SMILES string   C=[NH+][O-].C#CBr
Lowest unoccupied orbital energy (alpha / beta)   0.4 / 0.4 eV

Here are the Mulliken charges for atoms 1 to 6, given in e: -0.5103, 0.1739, -0.5599, 0.3223, 0.3302, 0.2401



Record 9
Formula: C3H4BrNO
Source: the OMol25 dataset
Level of theory: ωB97M-V/def2-TZVPD

ORCA input file:
```
! RIJCOSX wB97M-V def2-TZVPD def2/J DEFGRID3
* xyz 0 1
Br 3.267 -0.009 0.000
C 1.374 -0.100 0.048
N 0.666 -1.154 0.098
C -0.779 -0.737 0.016
C -0.691 0.748 -0.095
O 0.702 1.038 0.140
H -1.049 -1.072 1.031
H -1.349 -1.235 -0.724
H -0.803 1.038 -1.148
H -1.339 1.483 0.634
*
```

HOMO level   -9.56 eV
Energy above the lowest of the compared OMol25 structures with the same formula, charge and spin   0.9950 eV
SMILES string   BrC1=NCCO1
Lowest unoccupied orbital energy   0.8 eV

Here are the Mulliken charges for atoms 1 to 6, given in e: -0.1158, 0.4966, -0.5110, -0.3503, -0.1978, -0.3222



Record 10
Formula: C3H4BrNO
Source: the OMol25 dataset
Level of theory: ωB97M-V/def2-TZVPD

ORCA input file:
```
! RIJCOSX wB97M-V def2-TZVPD def2/J DEFGRID3
* xyz 0 1
C -0.181 1.059 0.139
C -0.366 -2.220 -1.068
C -1.291 0.847 0.952
N 0.761 1.190 -0.503
O 0.620 -2.729 -1.071
Br 3.079 -0.548 -1.309
H -0.842 0.984 2.021
H -2.316 1.314 0.886
H -1.460 -0.252 0.916
H 1.998 0.356 -0.963
*
```

HOMO level   -9.80 eV
Energy above the lowest of the compared OMol25 structures with the same formula, charge and spin   0.7644 eV
Lowest unoccupied orbital energy   0.5 eV

Here are the Mulliken charges for atoms 1 to 6, given in e: 0.3346, 0.0590, -0.7257, -0.3184, -0.0635, -0.3638



| no. | total energy (Ha) | molecular weight (g mol⁻¹) |
| --- | --- | --- |
| 1 | -5374.20095 | 227.89 |
| 2 | -5662.75288 | 231.94 |
| 3 | -7893.47286 | 293.78 |
| 4 | -2988.26849 | 246.87 |
| 5 | -2745.43983 | 133.98 |
| 6 | -2745.45173 | 133.98 |
| 7 | -2820.57266 | 149.98 |
| 8 | -2820.51959 | 149.98 |
| 9 | -2820.67679 | 149.98 |
| 10 | -2820.68526 | 149.98 |